Below is a structure of composition C9H23BF6N3O10P2RhSb at a distorted geometry, with properties calculated with ωB97M-V/def2-TZVPD.

Each line ends with the Löwdin charge.
Element x y z (Å)
Rh  -0.33772  0.89175  -0.27869  1.16
N  -2.10362  -1.09163  2.48954  0.18
C  -2.98920  -0.39923  1.44587  -0.45
C  -4.46155  -0.62517  1.73431  -0.07
P  -2.42154  1.39793  1.53968  0.32
O  -3.48980  2.02663  2.54649  -0.11
O  -2.44728  2.10602  0.23147  -0.33
O  -1.04158  1.24865  2.14387  -0.30
P  -2.36405  -1.13650  -0.13079  0.37
O  -3.03018  -2.57275  -0.03668  -0.09
O  -2.86497  -0.32329  -1.31121  -0.37
O  -0.88107  -1.15080  0.12968  -0.34
H  -2.64773  -1.49017  3.25023  0.16
H  -1.44037  -0.34525  2.81143  0.12
H  -1.50833  -1.79912  2.04774  0.14
H  -4.73970  -0.21680  2.70599  0.08
H  -4.71266  -1.68461  1.68226  0.08
H  -5.04912  -0.10938  0.97473  0.10
H  -3.85221  2.85676  2.20817  0.10
H  -2.84004  -3.10643  -0.82894  0.10
N  -1.87352  3.04597  -2.23571  0.18
N  -0.80621  2.96124  -2.98053  0.11
C  0.51914  2.66484  -2.37829  -0.65
O  1.43421  2.61578  -3.14672  0.14
O  0.43238  2.57432  -1.11271  -0.12
H  -2.70691  2.59064  -2.59884  0.13
H  -1.71172  3.06422  -1.22920  0.08
H  -0.95038  2.65044  -3.93538  0.16
C  4.79015  0.16009  -0.41344  0.00
C  3.72077  0.29814  0.64984  -0.45
C  4.24673  1.05697  1.85753  -0.01
O  2.63790  1.10088  0.08606  0.13
B  1.48676  0.53296  0.50608  -0.61
O  1.62505  -0.59904  1.26399  0.09
C  2.99823  -1.03734  1.02327  -0.46
C  2.92400  -2.02407  -0.13200  0.00
C  3.52260  -1.70624  2.27667  -0.01
H  5.24438  1.13253  -0.60078  0.10
H  4.37550  -0.20689  -1.34936  0.09
H  5.57111  -0.52575  -0.07726  0.10
H  4.56642  2.04768  1.53599  0.10
H  5.09929  0.54559  2.30600  0.09
H  3.47106  1.17890  2.61461  0.10
H  2.53550  -1.55149  -1.03530  0.10
H  2.23979  -2.82830  0.13777  0.10
H  3.90300  -2.45178  -0.35108  0.10
H  3.39557  -1.07218  3.15158  0.09
H  4.58236  -1.94424  2.16543  0.10
H  2.98413  -2.63972  2.44306  0.09
F  -0.57235  0.28422  -2.19114  -0.43
Sb  -2.34874  -0.91536  -3.30701  1.50
F  -0.85546  -0.74925  -4.43712  -0.35
F  -1.57459  -2.32570  -2.26095  -0.35
F  -2.75165  -2.35311  -4.48392  -0.38
F  -4.25358  -0.93589  -3.23297  -0.37
F  -2.67819  0.88434  -3.88334  -0.36

Its spin multiplicity is 2. As for the charge: 0.

***

Below is the molecule C6H11N at a distorted geometry, with properties calculated with ωB97M-V/def2-TZVPD.

Each line ends with the Löwdin charge.
Element x y z (Å)
C  1.47133  1.61246  0.02594  0.00
C  1.74993  0.68045  -0.88169  -0.18
C  0.75237  0.00143  -1.78698  -0.23
N  -0.57189  -0.33572  -1.25893  -0.04
C  -0.58811  -0.75751  0.07542  -0.22
C  -1.28914  -0.29942  1.10234  -0.18
C  -1.28916  -0.90417  2.47210  -0.12
H  0.57579  2.20344  -0.14892  0.07
H  2.15707  1.78423  0.84530  0.06
H  2.74469  0.25193  -0.79008  0.09
H  1.26681  -0.86750  -2.19540  0.10
H  0.53317  0.64003  -2.65309  0.12
H  -1.20879  0.44452  -1.36579  0.11
H  0.11500  -1.55608  0.28274  0.12
H  -1.97168  0.53549  0.93647  0.10
H  -0.70544  -1.82160  2.51108  0.07
H  -2.31534  -1.14837  2.75386  0.07
H  -0.94760  -0.17984  3.20908  0.07

Its spin multiplicity is 1. As for the charge: 0.

***

Below is a cluster of 2 separate species, C2H6O2 in total, with properties calculated with ωB97M-V/def2-TZVPD.

Each line ends with the Löwdin charge.
Element x y z (Å)
O  -2.74950  0.21818  3.07735  0.09
C  -2.51452  0.40997  1.92866  -0.40
O  -3.11375  1.39744  1.23239  0.07
H  -1.86036  -0.21113  1.30890  0.13
H  -2.71853  1.45901  0.35418  0.10
C  2.60463  -0.64806  -1.59508  -0.05
H  3.57191  -0.83891  -2.04926  0.01
H  2.31147  0.39364  -1.69566  0.01
H  2.65361  -0.90334  -0.53827  0.01
H  1.81506  -1.27679  -2.02321  0.02

Its spin multiplicity is 1. As for the charge: 0.

***

Below is the molecule C9H15NO3 at a distorted geometry, with properties calculated with ωB97M-V/def2-TZVPD.

Each line ends with the Löwdin charge.
Element x y z (Å)
C  -3.43769  -1.72556  2.31945  0.02
C  -2.39659  -1.54411  1.12973  -0.34
O  -2.17924  -2.48372  0.26943  0.03
O  -1.59234  -0.39367  1.18500  0.02
C  -1.04758  -0.18077  -0.00534  -0.33
C  0.35623  -0.92350  -0.37129  -0.04
C  1.58348  0.00837  0.09266  -0.31
N  0.82414  1.02336  0.77537  -0.03
C  -0.41728  1.21626  0.02797  -0.24
C  0.15188  1.70688  -1.36933  -0.09
C  1.77395  1.94975  -1.48666  -0.06
C  2.50009  0.55611  -0.96985  -0.49
O  2.59890  -0.29855  -1.87741  0.05
H  -4.11641  -2.45882  2.23433  0.00
H  -3.77699  -0.77735  2.79607  0.08
H  -2.85656  -2.40622  3.27561  0.17
H  -1.82323  -0.37370  -0.77852  0.16
H  0.43854  -1.82589  0.36258  0.12
H  0.45021  -1.69263  -1.28437  0.15
H  2.19662  -0.72196  0.65171  0.14
H  0.86967  0.83068  1.82665  0.16
H  -0.79311  2.14545  0.47424  0.15
H  -0.14727  0.99382  -2.09262  0.09
H  -0.18035  2.69043  -1.71484  0.10
H  2.15033  2.18227  -2.58841  0.13
H  2.25700  2.83387  -0.83325  0.13
H  3.52422  0.69734  -0.39120  0.17
H  3.08936  -1.02814  -1.65771  0.08

Its spin multiplicity is 1. As for the charge: 0.

***

Sequential molar mass output: 744.71 97.16 62.07 185.22 g/mol
Sequential energy relative to the best compared isomer or geometry (same formula, charge and spin) output: 347.1 181.2 18.1 631.1 kJ/mol